# 1
Entry from OMol25: C11H17N3O3 in the gas phase at a distorted geometry (ωB97M-V with the def2-TZVPD basis set).

Properties
Maximum force = 4.2 eV Å⁻¹
E_LUMO = 0.26 eV
Multiplicity = 1
Structure (SMILES) = CC1(C)C[C@H](c2c(N)[nH]c(=O)[nH]c2=O)CCO1

Structure (XYZ):
```
34
C11H17N3O3 (ωB97M-V with the def2-TZVPD basis set)
C 0.445 -3.508 -0.348
C 0.993 -2.099 -0.645
C 2.524 -2.094 -0.558
C 0.296 -1.064 0.320
C 0.216 0.358 -0.363
C -0.555 1.349 0.507
C 0.005 2.462 1.147
N 1.328 2.743 0.940
N -0.702 3.182 2.033
C -2.014 2.902 2.303
O -2.659 3.627 3.052
N -2.599 1.830 1.801
C -1.955 1.112 0.829
O -2.700 0.347 0.250
C -0.298 0.322 -1.786
C -0.491 -1.122 -2.323
O 0.749 -1.762 -2.038
H -0.652 -3.438 -0.287
H 0.856 -3.908 0.556
H 0.664 -4.152 -1.185
H 2.915 -1.072 -0.641
H 2.971 -2.658 -1.391
H 2.904 -2.553 0.369
H -0.705 -1.352 0.532
H 0.856 -0.902 1.278
H 1.274 0.650 -0.345
H 1.666 3.630 1.306
H 1.721 2.392 0.087
H -0.407 4.102 2.328
H -3.599 1.736 1.866
H -1.290 0.781 -1.922
H 0.370 0.921 -2.399
H -0.732 -1.160 -3.399
H -1.394 -1.599 -1.875
```

# 2
Entry from OMol25: C11H17N5O4 in the gas phase at a distorted geometry (ωB97M-V with the def2-TZVPD basis set).

Properties
Maximum force = 3.9 eV Å⁻¹
E_LUMO = 0.69 eV
Multiplicity = 1
Structure (SMILES) = NC(=O)CC[C@H](N)C(=O)N[C@@H](Cc1c[nH]cn1)C(=O)O

Structure (XYZ):
```
37
C11H17N5O4 (ωB97M-V with the def2-TZVPD basis set)
N 5.215 0.477 1.640
C 4.936 0.078 0.366
O 5.285 0.673 -0.639
C 4.181 -1.206 0.213
C 2.708 -0.857 0.235
C 2.172 -0.320 -1.088
N 2.485 1.093 -1.230
C 0.637 -0.606 -1.022
O 0.121 -1.659 -1.421
N -0.063 0.378 -0.365
C -1.533 0.438 -0.401
C -2.242 -0.554 0.497
C -3.712 -0.541 0.187
C -4.658 -1.355 0.752
N -5.872 -0.913 0.230
C -5.615 0.181 -0.570
N -4.334 0.423 -0.604
C -1.905 1.835 -0.032
O -1.417 2.824 -0.597
O -2.580 1.956 1.068
H 4.798 -0.051 2.394
H 5.646 1.392 1.827
H 4.584 -1.765 -0.635
H 4.433 -1.874 1.042
H 2.146 -1.761 0.460
H 2.439 -0.130 1.016
H 2.553 -0.865 -1.906
H 2.120 1.555 -2.085
H 3.470 1.276 -1.345
H 0.383 1.284 -0.352
H -1.893 0.400 -1.414
H -2.075 -0.276 1.516
H -1.893 -1.598 0.339
H -4.528 -2.147 1.512
H -6.756 -1.349 0.405
H -6.412 0.641 -1.177
H -2.821 2.923 1.182
```

# 3
Entry from OMol25: a molecular structure, C11H17NOPm at a distorted geometry (ωB97M-V with the def2-TZVPD basis set).

Properties
Maximum force = 13.4 eV Å⁻¹
E_LUMO (alpha / beta) = 2.94 / 2.93 eV
Multiplicity = 5
Charge = -1

Structure (XYZ):
```
31
C11H17NOPm (ωB97M-V with the def2-TZVPD basis set)
C 1.599 -0.812 -2.151
C 0.202 -0.740 -2.403
C -0.480 -1.438 -1.363
C 0.500 -1.930 -0.458
C 1.786 -1.537 -0.939
Pm 0.697 0.463 -0.349
C -0.876 2.115 -1.261
C 0.270 2.508 -1.830
C 1.223 3.034 -2.573
N 2.038 1.477 -0.037
H -1.562 -1.559 -1.270
H -0.263 -0.237 -3.255
H 0.307 -2.488 0.459
H 2.742 -1.747 -0.459
H 2.387 -0.361 -2.756
H -1.547 1.409 -1.766
H 2.907 2.025 -0.013
H -1.221 2.555 -0.319
H 0.970 3.831 -3.285
H 2.262 2.701 -2.507
C -0.146 -1.387 2.881
C -1.189 -0.717 1.974
C -2.468 -0.466 2.770
O -0.677 0.507 1.542
H 0.064 -0.748 3.766
H 0.820 -1.524 2.352
H -0.509 -2.377 3.229
H -1.468 -1.349 1.116
H -2.259 0.187 3.647
H -3.221 0.033 2.127
H -2.890 -1.428 3.132
```

| no. | total energy (eV) |
| --- | --- |
| 1 | -22296.4456 |
| 2 | -27324.5867 |
| 3 | -31769.2354 |